17
Properties=species:S:1:pos:R:3:forces:R:3:nbo_charge:R:1 method="wB97M-V/def2-TZVPD" gap_ev=7.3 smiles="C#[N+]C(=C)CN1CC1" total_charge=+1
H 1.402 -1.745 -1.290 0.3964 -0.3729 0.1476 0.227
H -1.138 1.383 -0.389 -1.1676 1.1244 -1.2598 0.232
H 0.458 -0.728 3.980 -0.3507 1.8337 -1.6325 0.334
C -0.756 -1.281 -1.531 3.1362 -0.8650 -1.7629 -0.250
N 0.048 -0.204 -0.921 -1.1624 -0.6829 -0.8517 -0.404
N 0.629 0.517 2.072 -0.9829 -0.3020 3.5098 -0.200
H -1.631 -1.675 -1.155 -1.9771 -0.0669 1.5531 0.201
C 0.511 -1.594 -0.713 -1.3739 0.9232 -0.0070 -0.257
H 0.956 2.988 -0.158 0.9016 -0.8782 0.7440 0.262
H -1.296 0.147 0.764 -1.0851 -1.1796 0.5048 0.179
C 1.258 2.290 0.668 -0.8639 1.3146 0.5760 -0.225
H 0.437 -2.058 0.292 -0.0898 0.2433 -0.8239 0.188
H -0.779 -1.497 -2.652 0.6279 0.9773 1.5294 0.227
C 0.395 0.039 3.108 1.5391 -1.4623 -0.6454 0.403
C -0.641 0.587 0.062 2.5046 0.8405 0.9601 -0.220
C 0.408 1.311 0.950 0.2232 -1.4803 -1.5328 0.066
H 2.014 2.544 1.437 -0.2756 0.0332 -1.0090 0.239


18
Properties=species:S:1:pos:R:3:forces:R:3:nbo_charge:R:1 method="wB97M-V/def2-TZVPD" gap_ev=8.5 total_charge=+1
H 2.648 -0.207 1.287 0.2609 -0.0738 0.7138 0.237
N 0.762 0.223 0.511 0.7282 0.5649 -1.0726 -0.361
H 2.369 -0.980 -0.317 -0.3533 0.6598 0.7496 0.191
H -1.391 -2.494 -1.824 0.0233 -0.3948 -2.0064 0.277
C -1.587 -2.079 -0.901 -0.4123 0.3184 2.0791 -0.748
H -1.708 2.377 1.962 -0.5774 -0.8674 -0.9654 0.309
H -1.181 -2.651 -0.064 -0.1203 0.3312 0.0265 0.284
H 1.367 -1.583 1.049 1.6249 1.2359 0.0013 0.228
N -0.690 1.319 -0.848 -1.9475 1.6489 2.2333 -0.545
H 1.099 0.514 -1.609 -0.0755 -0.1363 0.8244 0.206
C 1.904 -0.638 0.652 -1.0662 -2.8306 -0.6562 -0.439
H -0.836 1.875 -1.688 -0.1096 -0.1782 0.0542 0.453
C 0.555 0.629 -0.647 -0.2501 -0.2600 -0.4743 0.232
C -1.490 1.498 0.178 0.9823 -0.9266 -2.4998 0.544
C -2.455 -1.155 -0.583 -0.3860 0.7067 0.5291 0.731
C -2.135 1.571 1.270 1.0326 1.8020 2.2635 -0.418
O -3.118 -0.263 -0.183 0.5974 -1.7388 -1.1802 -0.499
H -2.903 0.954 1.729 0.0486 0.1388 -0.6198 0.318


18
Properties=species:S:1:pos:R:3:forces:R:3:nbo_charge:R:1 method="wB97M-V/def2-TZVPD" gap_ev=10.5 total_charge=+1
C 0.304 1.901 0.097 -1.2924 -1.9259 -0.3901 0.158
H 0.994 1.501 1.998 1.1247 0.8073 1.9177 0.431
H -0.493 -5.151 -0.925 0.3177 -0.8413 -0.4272 0.283
N 0.321 1.278 1.340 -0.4012 0.2793 -2.3797 -0.466
N -0.613 -0.113 0.032 -1.0289 -0.9115 -0.8908 -0.463
H 1.934 3.157 0.044 1.7567 -0.5681 0.1048 0.249
C -0.316 1.007 -0.768 -0.2066 0.6956 0.6115 -0.073
H -1.115 -1.026 -0.157 0.6512 1.4552 -0.5012 0.480
H -0.673 1.117 -1.826 0.6006 -0.2460 1.4386 0.271
H 0.701 3.877 0.880 -0.6715 -0.3924 -1.1944 0.258
H -2.000 -5.820 0.014 -0.0348 0.6056 -0.1299 0.303
C -1.420 -4.999 -0.398 0.7242 1.1964 0.0419 -0.708
C -0.204 0.076 1.249 0.5534 0.1968 1.3213 0.262
H -0.179 -0.516 2.150 -0.4889 -0.7769 -0.5025 0.249
H 0.790 3.672 -1.053 -0.5940 -0.3649 1.8386 0.269
C 0.885 3.208 -0.005 0.2713 2.7024 -1.4276 -0.683
O -1.387 -2.533 -0.036 -0.0734 -2.2429 -0.3823 -0.585
C -1.407 -3.707 -0.216 -1.2083 0.3314 0.9513 0.763


19
Properties=species:S:1:pos:R:3:forces:R:3:nbo_charge:R:1 method="wB97M-V/def2-TZVPD" gap_ev=7.9 total_charge=-1
N 1.567 -2.393 -0.145 -2.2746 -2.7974 0.9747 -0.475
H -1.758 1.452 1.624 -0.3240 -2.8665 1.6682 0.212
H -0.674 0.081 -0.214 0.0108 -0.8220 -0.3053 0.273
H 2.823 -0.448 -1.531 0.8173 -0.0934 -0.4024 0.201
H -2.156 2.928 1.253 0.8641 0.3628 0.0537 0.215
C -0.128 -0.859 -0.138 1.4073 -1.6391 1.8782 -0.106
H 0.488 -3.915 1.022 0.0489 1.3900 0.0340 0.186
H -0.387 2.744 1.720 -0.7247 -0.6381 0.2812 0.214
H -1.271 -1.721 1.331 -1.2861 -0.6817 0.9405 0.405
C -1.262 2.256 1.249 0.3635 3.7072 -0.8606 -0.739
H 1.242 -0.634 -2.452 1.1377 1.4834 -0.3284 0.222
N -0.423 -1.807 0.857 3.2414 -1.5251 -3.7967 -0.538
H 1.502 0.747 -1.155 0.2731 -1.2412 -1.0805 0.269
O -0.141 2.673 -0.870 0.1660 0.1148 1.6916 -0.778
C -1.025 2.056 -0.207 0.4773 0.8494 -3.1483 0.729
O -1.816 1.277 -0.788 -1.2466 -0.5029 0.3397 -0.798
C 1.768 -0.298 -1.524 -0.9525 0.5245 -0.9030 -0.656
C 1.100 -1.271 -0.676 -2.1461 2.4579 2.3733 0.075
C 0.552 -2.868 0.643 0.1471 1.9174 0.5901 0.088


19
Properties=species:S:1:pos:R:3:forces:R:3:nbo_charge:R:1 method="wB97M-V/def2-TZVPD" gap_ev=8.6 total_charge=-1
H 3.899 -0.874 -0.754 0.0387 -0.0092 0.1292 0.206
H -0.801 0.148 -0.189 -0.3881 -0.5977 -0.1236 0.474
H -3.959 0.945 1.922 -0.0295 0.1431 0.1442 0.200
H -4.087 -0.593 2.781 -0.0874 0.0168 0.0176 0.202
H -3.149 0.688 3.537 -0.0521 0.2054 0.0295 0.202
C 0.105 0.287 -2.132 0.0005 0.0285 -0.2258 0.155
O -2.238 -0.335 0.605 0.0384 0.2482 -0.1238 -0.818
C 1.309 -0.024 -0.348 -0.2713 0.4675 0.0871 -0.115
N 0.031 0.126 -0.805 0.1779 0.3667 0.2975 -0.510
C 2.120 0.093 -1.449 0.0042 -1.0163 0.0055 0.050
N 1.346 0.252 -2.570 0.1383 0.1842 -0.1704 -0.511
H 3.810 -0.708 -2.505 -0.1943 -0.0136 0.0255 0.213
H -0.757 0.394 -2.767 -0.1217 0.0435 0.0611 0.180
C -2.179 -0.305 1.866 -0.0998 0.0608 0.3988 0.776
H 1.455 -0.129 0.716 0.2748 -0.1599 -0.0986 0.222
H 4.196 0.686 -1.527 0.0421 0.0107 0.0647 0.196
C 3.578 -0.216 -1.558 0.2849 0.4283 -0.0948 -0.624
C -3.431 0.258 2.581 0.2015 -0.4856 -0.2762 -0.735
O -1.248 -0.692 2.594 0.0429 0.0783 -0.1474 -0.764


20
Properties=species:S:1:pos:R:3:forces:R:3:nbo_charge:R:1 method="wB97M-V/def2-TZVPD" gap_ev=6.1 total_charge=-1
C -2.004 -0.257 -1.485 2.1979 -1.1399 -1.1564 -0.412
O -1.266 0.032 2.723 -1.7864 -0.5656 3.3382 -0.727
H 2.420 -1.553 2.011 -0.2362 0.6423 -0.2093 0.206
N -0.997 -0.037 -0.503 1.0581 1.0430 0.7215 -0.638
H -2.883 -0.152 -0.925 -1.7804 0.1539 -0.0642 0.211
N 1.210 -0.061 0.158 0.4410 -0.1090 1.6275 -0.436
H 1.983 0.456 -2.213 -0.5490 -0.3926 0.2430 0.233
C 0.394 0.035 -0.807 -0.0434 -1.2745 1.3125 0.339
H 0.541 -0.381 -2.850 -0.6137 -1.6961 -1.8661 0.193
C 0.893 0.300 -2.166 0.3923 2.0925 1.0003 -0.655
H 0.422 1.255 -2.372 0.0399 0.5071 -0.6966 0.213
C -0.481 0.224 1.828 -1.4299 1.0980 -0.9117 0.276
S -1.303 1.331 0.567 0.5406 -0.4333 -0.3666 1.216
H -1.900 -1.293 -1.950 -0.2863 1.2099 0.5905 0.179
H 1.989 -0.094 3.144 -0.1773 -2.0372 -0.6365 0.189
H -1.760 0.500 -2.204 -1.2177 0.3726 -1.3172 0.178
C 0.701 -0.241 1.503 3.5229 -0.1984 -4.1081 -0.171
C 1.610 -0.936 2.426 -0.5759 0.5915 2.1212 -0.616
H 0.895 -1.644 2.914 0.9717 0.4333 0.6082 0.212
O -0.464 2.516 0.200 -0.4682 -0.2974 -0.2302 -0.990


19
Properties=species:S:1:pos:R:3:forces:R:3:nbo_charge:R:1 method="wB97M-V/def2-TZVPD" gap_ev=8.4 total_charge=+1
C -1.872 -0.322 -0.168 5.8735 2.2119 -0.1588 -0.091
H 2.340 -1.936 0.030 2.5021 1.0435 -0.9346 0.246
C 0.318 -1.494 -0.152 -1.0541 -0.6543 1.1384 0.089
S -1.361 -1.973 -0.150 0.8479 1.8941 0.0695 0.683
H -3.059 2.271 -0.657 -0.3840 -0.4260 0.2286 0.235
N -0.597 0.624 -0.255 -7.1941 -3.7958 0.7319 -0.131
H 1.444 -3.384 -0.078 -0.3302 -2.0066 -1.9318 0.274
C 1.654 0.686 -0.038 0.9155 -1.2781 1.0483 -0.418
H 2.068 0.543 0.980 -0.5027 0.3071 -0.3270 0.240
C -3.646 1.681 0.069 0.4404 -2.6857 -2.8473 -0.678
O -4.046 -0.571 0.701 1.4562 -0.2771 -0.4812 -0.456
H 1.520 -2.659 1.313 -0.6233 1.0883 -0.4823 0.276
H 1.253 1.677 -0.178 0.5018 0.2625 -0.1355 0.268
H -3.471 2.043 1.011 -0.0966 1.3336 2.4293 0.243
H -4.714 1.539 -0.208 0.7437 0.7518 0.3704 0.266
C 1.451 -2.399 0.217 -1.6929 0.5854 2.6330 -0.681
H 2.488 0.385 -0.685 -0.7186 0.1320 -0.3721 0.246
N 0.423 -0.167 -0.148 1.3960 0.0229 -0.7525 -0.113
C -3.217 0.174 0.218 -2.0804 1.4906 -0.2262 0.501


20
Properties=species:S:1:pos:R:3:forces:R:3:nbo_charge:R:1 method="wB97M-V/def2-TZVPD" gap_ev=9.7 smiles="NC(=O)[C@]([NH3+])(S)c1cccs1" total_charge=+1
H 1.194 -1.532 2.929 -0.1099 0.2183 -0.3984 0.438
C -0.174 1.878 -0.359 -0.1574 -0.0400 1.8551 -0.169
N 0.137 -1.592 -1.483 -2.7406 3.4734 3.0062 -0.768
C -1.403 2.596 -0.106 1.3227 0.5972 -1.4190 -0.233
C -0.376 0.539 -0.089 -0.6043 1.1545 -0.8833 -0.380
H -3.413 2.120 0.285 -4.2172 1.2691 0.5867 0.243
S -2.042 0.205 0.228 0.0112 -0.9375 0.4024 0.482
H -0.772 -1.112 -1.732 0.8868 -1.4429 0.2457 0.439
O 0.535 -2.700 0.700 0.0972 -1.3346 -0.2691 -0.569
C 0.770 -1.538 0.902 -0.6533 2.5495 2.0049 0.638
C 0.595 -0.513 -0.266 2.9300 -1.5811 -1.5771 -0.021
H 1.271 0.030 2.117 -0.1392 -0.6972 0.2199 0.421
H 0.621 -1.766 -2.316 1.6201 -0.1338 -1.0895 0.436
H 0.861 2.293 -0.397 -1.2079 -0.0867 -0.5183 0.251
C -2.479 1.840 0.145 4.1157 -1.9799 -0.4144 -0.340
S 2.343 0.072 -0.681 -1.2481 -0.1068 0.0838 0.067
N 0.999 -0.956 2.112 0.3202 -0.1576 -1.1457 -0.777
H 0.143 -2.305 -0.694 -0.6554 -1.6574 -1.0604 0.453
H 2.730 -1.182 -0.957 0.1804 0.0174 0.1244 0.141
H -1.540 3.622 -0.342 0.2490 0.8760 0.2460 0.246


Across the entries above, lowest unoccupied orbital energy takes the values -5.66; -4.78; -2.60; 3.74; 3.81; 3.52; -5.74; -3.61 eV, respectively.
Across the entries above, relative energy (zero: lowest compared OMol25 entry of this formula, charge and spin) takes the values 135.1; 86.2; 11.4; 63.5; 3.3; 39.3; 39.7; 0.0 kcal per mole, respectively.